H16O8 | ωB97M-V/def2-TZVPD

Geometry (Å):
O -0.124 0.032 0.387
H 0.181 -0.080 1.346
H -0.525 0.916 0.424
O -0.010 -4.027 -1.182
H 0.708 -4.009 -1.729
H -0.823 -3.855 -1.672
O 0.029 -0.707 -2.114
H -0.463 -1.078 -2.889
H 0.789 -1.170 -1.921
O -2.947 2.325 0.121
H -3.038 3.050 -0.555
H -2.182 2.512 0.590
O 1.435 1.990 -0.982
H 2.110 2.734 -1.019
H 1.241 1.649 -0.102
O -2.673 0.319 2.397
H -1.926 0.539 2.995
H -3.462 0.508 2.829
O 1.524 0.092 2.201
H 2.202 -0.314 2.715
H 1.768 1.063 2.327
O 2.508 -0.212 -1.098
H 3.385 -0.422 -0.920
H 2.093 -0.529 -0.261

Output
HOMO-LUMO gap: 9.68 eV
Structure (SMILES): O.O.O.O.O.O.O.O
Molar mass: 144.1 g mol⁻¹
ΔE to the lowest compared entry with this formula, charge and spin: 443.4 kJ/mol
Lowest unoccupied orbital energy: -0.004 Eh

C17H30BCdNO6 | ωB97M-V/def2-TZVPD

Geometry (Å):
C 4.567 0.700 1.718
C 4.573 2.023 1.878
C 4.557 2.978 0.742
O 5.518 3.495 0.264
O 3.280 3.239 0.261
C 3.028 2.737 -1.046
C 1.689 1.974 -0.978
C 0.641 2.438 -1.984
C -0.820 2.047 -1.725
C -1.123 0.594 -1.362
C -1.026 0.309 0.193
C -1.609 -1.073 0.602
C -0.673 -1.857 1.547
B 0.745 -2.372 1.060
O 1.866 -1.694 1.492
O 0.887 -3.283 0.058
C 1.994 -3.146 -0.840
C 1.566 -3.569 -2.241
O -1.518 -2.829 2.142
C -2.675 -2.159 2.473
O -3.419 -2.518 3.321
C -2.787 -0.911 1.580
C -4.147 -0.897 0.920
N -4.273 0.280 0.042
C -5.674 0.756 -0.072
H 4.496 0.050 2.578
H 4.687 0.228 0.749
H 4.636 2.456 2.870
H 2.938 3.571 -1.738
H 3.844 2.082 -1.345
H 1.302 2.094 0.033
H 2.005 0.879 -1.095
H 0.685 3.526 -1.952
H 0.913 2.166 -3.006
H -1.385 2.284 -2.625
H -1.228 2.662 -0.923
H -2.154 0.351 -1.630
H -0.523 -0.112 -2.065
H -0.001 0.401 0.628
H -1.592 1.119 0.640
H -1.989 -1.609 -0.271
H -0.443 -1.107 2.318
H 2.004 -1.779 2.448
H 2.300 -2.051 -0.881
H 2.861 -3.701 -0.493
H 0.508 -3.327 -2.371
H 2.141 -3.033 -2.995
H 1.713 -4.635 -2.380
H -2.661 -0.088 2.289
H -4.315 -1.819 0.363
H -4.905 -0.869 1.707
H -3.768 1.022 0.513
H -5.809 1.257 -1.026
H -5.904 1.478 0.710
H -6.353 -0.087 0.000
Cd 0.832 -0.675 -1.090

Output
HOMO-LUMO gap: 4.60 eV
Molar mass: 467.7 g mol⁻¹
Net charge: +2
Lowest unoccupied orbital energy: -0.372 Eh

C5H9EuO3 | ωB97M-V/def2-TZVPD

Geometry (Å):
H 0.991 -0.120 -0.191
C -2.459 -2.284 -0.377
O -1.312 -1.609 -0.819
C -0.131 -2.055 -0.189
C 1.034 -1.197 -0.617
H -3.324 -1.863 -0.906
H -2.397 -3.364 -0.592
H -2.606 -2.153 0.710
H 0.047 -3.115 -0.446
H -0.259 -2.003 0.909
H 1.102 -1.137 -1.712
H 1.974 -1.648 -0.271
O 1.696 2.902 2.082
C 1.290 2.666 0.856
C 0.977 3.617 -0.053
O 0.962 4.935 0.339
Eu 1.704 5.047 2.364
H 0.711 3.381 -1.086

Output
HOMO-LUMO gap (alpha / beta): 4.18 / 4.05 eV
<S²>: 20.0146
Molar mass: 269.1 g mol⁻¹
ΔE to the lowest compared entry with this formula, charge and spin: 8.0 kJ/mol
2S+1: 9
Lowest unoccupied orbital energy (alpha / beta): -0.047 / -0.045 Eh

C3H5N3 | ωB97M-V/def2-TZVPD

Geometry (Å):
N -1.901 -0.161 0.336
C -0.628 -0.463 0.018
C 0.470 -1.203 -0.039
C 1.729 -0.173 0.044
N 1.436 1.066 -0.094
N 0.175 1.402 -0.100
H -2.671 -0.802 0.474
H -2.142 0.754 -0.006
H 0.693 -2.245 -0.318
H 2.732 -0.386 0.448
H 0.109 2.212 -0.763

Output
HOMO-LUMO gap: 8.92 eV
Molar mass: 83.1 g mol⁻¹
ΔE to the lowest compared entry with this formula, charge and spin: 423.3 kJ/mol
Lowest unoccupied orbital energy: 0.033 Eh

C24H66ClN6O10 | ωB97M-V/def2-TZVPD

Geometry (Å):
Cl -12.992 -14.916 9.558
O -14.377 -15.100 9.160
O -12.160 -15.202 8.418
O -12.757 -13.536 9.903
O -12.735 -15.814 10.659
C -13.795 -18.052 6.513
C -12.463 -18.613 7.022
C -11.320 -17.905 6.310
O -10.083 -18.342 6.848
C -9.030 -18.255 5.918
N -12.423 -18.437 8.500
H -14.698 -18.615 6.749
H -13.835 -17.927 5.418
H -13.966 -17.023 6.848
H -12.494 -19.672 6.744
H -11.433 -16.827 6.470
H -11.409 -18.106 5.238
H -8.673 -17.220 5.845
H -9.285 -18.608 4.915
H -8.205 -18.846 6.303
H -12.361 -17.422 8.597
H -13.408 -18.620 8.693
C -17.167 -17.308 7.318
C -18.007 -16.705 8.465
C -19.259 -17.482 8.783
O -20.077 -16.861 9.743
C -21.349 -17.470 9.784
N -17.165 -16.644 9.683
H -17.623 -17.352 6.327
H -16.892 -18.327 7.626
H -16.176 -16.862 7.252
H -18.211 -15.658 8.231
H -18.983 -18.509 9.077
H -19.774 -17.674 7.828
H -21.683 -17.980 8.875
H -22.099 -16.763 10.136
H -21.297 -18.290 10.521
H -16.924 -17.602 9.937
H -16.277 -16.228 9.420
C -15.614 -11.105 9.246
C -16.783 -11.796 9.979
C -18.067 -11.001 9.944
O -19.121 -11.581 10.651
C -20.358 -10.987 10.453
N -16.948 -13.207 9.542
H -15.389 -10.179 9.788
H -15.981 -10.855 8.247
H -14.756 -11.763 9.346
H -16.441 -11.816 11.021
H -18.357 -10.858 8.885
H -17.868 -9.976 10.300
H -20.725 -10.995 9.419
H -20.380 -9.917 10.708
H -21.080 -11.480 11.099
H -16.003 -13.541 9.370
H -17.390 -13.100 8.628
C -14.164 -15.017 14.228
C -15.585 -14.652 13.757
C -15.763 -13.138 13.673
O -17.159 -12.865 13.482
C -17.445 -11.536 13.864
N -15.878 -15.271 12.447
H -13.478 -14.979 13.379
H -14.269 -16.051 14.559
H -13.713 -14.363 14.978
H -16.336 -15.054 14.437
H -15.185 -12.661 12.878
H -15.498 -12.728 14.655
H -18.419 -11.326 13.431
H -16.620 -10.876 13.558
H -17.464 -11.299 14.943
H -15.659 -16.261 12.554
H -15.162 -14.961 11.789
C -8.645 -14.995 9.853
C -8.791 -16.476 9.463
C -7.435 -17.192 9.355
O -7.696 -18.447 8.785
C -6.547 -19.141 8.326
N -9.549 -17.141 10.504
H -8.351 -14.878 10.893
H -9.500 -14.405 9.517
H -7.863 -14.454 9.283
H -9.270 -16.606 8.492
H -6.895 -17.177 10.312
H -6.808 -16.609 8.660
H -5.915 -18.509 7.696
H -6.980 -20.037 7.882
H -5.972 -19.488 9.195
H -9.045 -17.255 11.377
H -10.349 -16.583 10.794
C -12.031 -17.899 13.918
C -11.313 -18.902 12.981
C -11.513 -20.382 13.374
O -10.673 -21.180 12.552
C -10.054 -22.251 13.231
N -11.936 -18.819 11.624
H -11.941 -18.310 14.933
H -13.109 -17.918 13.776
H -11.561 -16.931 13.781
H -10.249 -18.722 12.831
H -12.538 -20.716 13.167
H -11.445 -20.584 14.454
H -9.303 -22.626 12.533
H -10.764 -23.081 13.338
H -9.600 -21.999 14.191
H -12.332 -17.885 11.535
H -12.786 -19.372 11.577

Output
HOMO-LUMO gap: 8.30 eV
Molar mass: 634.3 g mol⁻¹
ΔE to the lowest compared entry with this formula, charge and spin: 288.5 kJ/mol
Net charge: -1
Lowest unoccupied orbital energy: 0.100 Eh

C50H70N19O4P2V | ωB97M-V/def2-TZVPD

Geometry (Å):
V -0.619 -0.809 0.401
C -0.879 -1.339 -4.983
N -0.324 -1.169 -3.656
C -0.849 -0.534 -2.598
N -0.136 -0.805 -1.519
C 0.864 -1.605 -2.000
N 0.769 -1.855 -3.281
C -0.061 -0.760 -6.120
C 0.098 -1.540 -7.256
C 0.816 -1.073 -8.341
C 1.381 0.183 -8.306
C 1.220 0.991 -7.183
C 0.503 0.517 -6.076
C 1.815 2.323 -7.244
N 2.493 2.791 -8.239
N 2.864 4.059 -7.925
C 2.382 4.324 -6.757
O 1.702 3.251 -6.246
C 2.535 5.586 -6.042
C 3.311 6.579 -6.633
C 3.492 7.784 -5.981
C 2.904 8.008 -4.750
C 2.117 7.030 -4.154
C 1.475 7.350 -2.820
N 0.710 6.258 -2.280
C 1.134 5.136 -1.679
N 0.122 4.330 -1.460
C -0.930 5.022 -1.966
N -0.617 6.191 -2.475
C 1.932 5.815 -4.803
H -1.882 -0.911 -4.976
H -0.968 -2.414 -5.137
H -1.715 0.100 -2.644
H 1.630 -2.007 -1.360
H -0.337 -2.532 -7.292
H 0.936 -1.696 -9.217
H 1.943 0.567 -9.147
H 0.389 1.139 -5.196
H 3.762 6.383 -7.596
H 4.095 8.558 -6.437
H 3.053 8.960 -4.251
H 0.778 8.178 -2.943
H 2.239 7.642 -2.099
H 2.168 4.955 -1.427
H -1.946 4.661 -1.966
H 1.312 5.039 -4.372
C 2.685 -0.277 4.611
N 1.596 0.675 4.798
C 2.007 2.073 4.805
P 0.094 0.164 4.336
O -0.003 -0.634 3.100
O -0.760 1.535 4.228
P -0.918 2.440 2.882
O -0.137 1.978 1.728
N -0.396 3.917 3.427
C 0.351 4.806 2.553
C -1.087 4.565 4.532
N -2.559 2.352 2.672
C -3.519 2.270 3.764
C -3.070 3.035 1.487
N -0.526 -0.620 5.648
C -0.154 -0.289 7.017
C -1.874 -1.169 5.526
H 3.362 -0.244 5.468
H 3.267 -0.051 3.711
H 2.276 -1.283 4.525
H 2.872 2.172 5.463
H 1.207 2.700 5.189
H 2.285 2.430 3.807
H 0.778 4.221 1.739
H 1.159 5.281 3.117
H -0.283 5.595 2.134
H -1.605 3.819 5.134
H -1.812 5.308 4.181
H -0.360 5.076 5.167
H -3.073 1.768 4.619
H -4.377 1.684 3.427
H -3.879 3.257 4.075
H -2.297 3.057 0.719
H -3.381 4.063 1.708
H -3.930 2.486 1.098
H 0.834 0.162 7.033
H -0.137 -1.203 7.613
H -0.868 0.406 7.472
H -1.905 -2.181 5.935
H -2.169 -1.202 4.480
H -2.595 -0.550 6.070
N 1.785 -0.060 0.761
C 3.102 0.037 0.138
C 4.157 -0.851 0.792
C 3.972 -2.379 0.708
C 2.973 -2.996 1.710
N 1.640 -3.226 1.143
H 1.241 0.781 0.567
H 1.845 -0.133 1.771
H 3.485 1.066 0.155
H 3.001 -0.245 -0.915
H 4.265 -0.579 1.846
H 5.105 -0.595 0.312
H 4.951 -2.824 0.895
H 3.683 -2.659 -0.309
H 2.854 -2.316 2.556
H 3.401 -3.924 2.106
H 0.975 -3.390 1.890
H 1.644 -4.056 0.559
C -2.650 -0.196 0.493
C -3.726 -1.015 -0.086
C -4.378 -2.009 0.660
C -5.303 -2.865 0.085
C -5.644 -2.742 -1.256
C -5.072 -1.718 -1.996
C -4.140 -0.871 -1.419
H -2.783 -0.065 1.574
H -2.598 0.789 0.017
H -4.153 -2.093 1.718
H -5.768 -3.637 0.689
H -6.363 -3.416 -1.704
H -5.368 -1.566 -3.028
H -3.739 -0.056 -2.012
C -1.584 -3.322 2.537
C -1.638 -3.587 1.081
N -1.245 -2.768 0.113
C -1.490 -3.437 -1.070
C -2.016 -4.655 -0.812
N -2.103 -4.750 0.556
C -2.563 -5.905 1.300
N -1.526 -6.439 2.142
N -1.604 -6.343 3.493
N -0.499 -6.699 4.009
C 0.381 -7.030 3.001
C 1.711 -7.454 3.038
C 2.324 -7.701 1.830
C 1.650 -7.533 0.607
C 0.340 -7.107 0.552
C -0.279 -6.859 1.776
H -1.400 -2.263 2.687
H -0.782 -3.874 3.031
H -2.519 -3.610 3.021
H -1.290 -3.013 -2.037
H -2.335 -5.448 -1.466
H -2.887 -6.651 0.576
H -3.396 -5.646 1.954
H 2.223 -7.575 3.983
H 3.351 -8.040 1.818
H 2.177 -7.750 -0.312
H -0.176 -6.981 -0.391

Output
HOMO-LUMO gap (alpha / beta): 6.83 / 6.26 eV
<S²>: 0.7578
Molar mass: 1114.1 g mol⁻¹
2S+1: 2
Net charge: +1
Lowest unoccupied orbital energy (alpha / beta): -0.058 / -0.058 Eh

Q: Look up the molar mass of the third one.
A: 269.1 g mol⁻¹